DFT (wB97M-V/def2-TZVPD) results for a molecular structure, C41H44N6OS2Sn.

The geometry in XYZ format:
```
95
Properties=species:S:1:pos:R:3:forces:R:3:mulliken_charge:R:1
Sn -0.2199 0.1424 -0.0117 -0.2545 -0.2756 -0.2509 1.029
C -3.5496 -1.7071 -0.5472 0.0291 0.0325 0.0921 -0.529
C -3.6745 -0.2297 -0.8942 0.2111 -0.0201 -0.2045 0.037
C -3.4567 0.7104 0.2603 0.0078 0.2388 -0.0017 -1.255
N -2.1457 0.5612 0.9128 0.0345 -0.4526 0.3013 0.259
C -2.0665 0.7747 2.2296 0.0607 0.2950 0.0996 1.002
C -3.1285 0.4704 3.1093 0.0845 0.0206 -0.0899 -0.872
C -3.3686 0.8072 4.4211 0.0114 0.0314 0.1034 -0.675
C -2.6322 1.6172 5.2819 -0.0547 -0.0608 -0.0460 -0.602
C -1.4013 2.1546 5.0020 0.0693 0.0122 -0.0337 -0.817
C -0.5830 1.9849 3.8818 -0.0782 0.0640 0.1049 -0.608
C -0.7750 1.3103 2.6798 -0.1536 -0.2673 -0.0295 0.765
N 0.2233 1.1808 1.7795 0.0795 0.5209 -0.1858 0.368
C 1.5742 1.5640 2.1763 0.1480 -0.3386 0.1681 -1.712
C 2.6037 0.8725 1.3059 -0.0835 -0.0651 -0.1171 -0.617
C 2.4963 -0.6496 1.3842 0.0055 0.0190 0.0477 -1.156
N 1.3083 -1.1665 0.7049 -0.1180 0.2643 0.2492 0.530
C 1.1125 -2.4628 0.5515 0.1311 -0.0800 -0.1492 0.120
C 2.0209 -3.3989 1.1046 -0.0593 0.0977 0.0107 -0.771
C 2.0236 -4.7713 1.1485 -0.0409 -0.0871 -0.0431 -0.609
C 1.1213 -5.6826 0.6027 0.0689 0.0463 0.0435 -0.635
C 0.0532 -5.3517 -0.1883 -0.0248 0.0356 -0.0410 -0.705
C -0.4089 -4.1009 -0.6133 -0.0374 -0.0953 -0.0161 0.252
C -0.0208 -2.7996 -0.3232 0.0328 0.0331 -0.0367 0.466
N -0.6411 -1.7345 -0.9060 0.0665 -0.1822 0.0910 0.490
C -1.5382 -1.9903 -2.0404 0.0664 0.1127 -0.1012 -1.643
C -2.9670 -2.4620 -1.7260 -0.0081 -0.0490 -0.0522 -1.196
H -4.5106 -2.1208 -0.2403 -0.0168 -0.0111 -0.0735 0.586
H -2.8708 -1.8306 0.3027 -0.0759 0.0029 0.0549 0.122
H -4.6335 -0.0193 -1.3700 -0.0533 0.0299 0.1029 0.549
H -2.9319 0.0264 -1.6595 -0.1085 -0.0569 0.0093 -0.179
H -4.2595 0.6315 0.9884 -0.0152 -0.0924 -0.0034 0.555
H -3.4995 1.7365 -0.1218 -0.0121 0.0145 0.0557 0.209
H -3.8906 -0.1610 2.6727 -0.0111 0.0168 -0.0479 0.374
H -4.2866 0.3988 4.8282 0.0012 0.0084 0.0087 0.384
H -3.0626 1.8273 6.2518 0.0095 -0.0034 0.0034 0.382
H -0.9659 2.7799 5.7730 -0.0226 -0.0040 0.0150 0.385
H 0.3580 2.5088 3.9721 0.0206 -0.0141 -0.0615 0.364
H 1.7410 1.2334 3.2071 0.0120 0.0644 0.0115 0.886
H 1.7073 2.6527 2.1653 0.0251 -0.0500 -0.0345 0.634
H 3.6014 1.1775 1.6243 -0.0035 -0.0373 0.0895 0.773
H 2.5115 1.1917 0.2652 0.0201 0.0071 0.0118 -0.746
H 2.4992 -0.9637 2.4356 -0.0055 0.0345 -0.0099 0.616
H 3.3840 -1.0908 0.9203 -0.0193 0.0177 0.0102 0.658
H 2.8616 -2.9487 1.6109 -0.0135 -0.0007 0.0392 0.451
H 2.8557 -5.2031 1.6937 -0.0040 0.0027 0.0091 0.438
H 1.2943 -6.7321 0.7997 0.0060 -0.0032 -0.0057 0.414
H -0.5325 -6.1837 -0.5629 0.0068 -0.0033 -0.0058 0.433
H -1.2524 -4.1846 -1.2781 0.0029 0.0167 0.0229 0.307
H -1.0489 -2.7142 -2.6993 -0.0095 0.0049 -0.0338 0.545
H -1.5820 -1.0655 -2.6176 0.0099 -0.0057 0.0154 0.717
H -3.0144 -3.5366 -1.5526 0.0086 0.0170 0.0372 0.427
H -3.5636 -2.2752 -2.6233 -0.0169 -0.0356 -0.0031 0.480
N 0.7874 3.4424 -2.7544 -0.0379 0.0995 -0.0197 -0.146
C 0.2846 2.9437 -1.6423 -0.1411 -0.0332 0.1139 0.680
S -1.0645 1.8480 -1.7301 0.1697 0.0503 -0.0803 -0.531
N 0.7455 3.2954 -0.4473 0.0780 0.0839 -0.1224 0.450
C 1.8668 4.1379 -0.1593 -0.0542 0.0158 -0.0804 -0.221
C 3.0770 3.9587 -0.8158 0.0323 -0.0229 0.0433 0.388
C 4.1478 4.7810 -0.4934 -0.0026 -0.0034 0.0011 -1.049
C 4.0141 5.7529 0.4875 0.0087 -0.0071 -0.0019 -0.596
C 2.8056 5.9050 1.1535 -0.0108 -0.0013 0.0086 -0.710
C 1.7240 5.1006 0.8297 0.0262 0.0764 -0.0424 -0.420
H 0.3946 3.1644 -3.6389 0.0310 -0.0406 0.0048 0.312
H 1.4611 4.1949 -2.7353 0.0136 -0.0070 0.0040 0.229
H 0.1770 2.9996 0.3361 0.0337 -0.0254 0.0511 -0.147
H 3.1913 3.1682 -1.5476 -0.0242 0.0076 -0.0066 0.478
H 5.0935 4.6524 -1.0024 0.0036 -0.0001 -0.0014 0.462
H 4.8518 6.3894 0.7363 0.0039 0.0013 0.0004 0.428
H 2.6994 6.6597 1.9205 0.0012 0.0039 0.0010 0.436
H 0.7726 5.2284 1.3319 -0.0176 -0.0018 -0.0066 0.528
O 1.5536 0.4449 -1.5295 -0.0735 -0.0598 0.0091 -0.773
S 1.4830 -0.4531 -2.7810 0.0312 0.1580 0.1093 0.454
C 2.3864 0.4751 -3.9929 -0.0206 -0.0951 -0.0410 0.598
C 3.5175 1.2095 -3.6575 0.0040 0.0182 -0.0063 -0.204
C 4.1703 1.9184 -4.6506 0.0022 -0.0001 0.0104 -0.881
C 3.6962 1.8864 -5.9598 -0.0021 -0.0017 0.0029 -0.546
C 2.5668 1.1502 -6.2809 -0.0124 -0.0070 0.0071 -0.855
C 1.8982 0.4397 -5.2903 0.0232 0.0486 -0.0225 -0.360
C 2.5584 -1.8205 -2.4359 0.0254 0.0231 -0.0915 0.984
C 3.7424 -1.6568 -1.7265 -0.0166 -0.0044 -0.0151 -0.075
C 4.5410 -2.7633 -1.4989 -0.0182 0.0098 -0.0082 -0.792
C 4.1570 -4.0124 -1.9801 0.0058 -0.0040 0.0105 -0.735
C 2.9724 -4.1628 -2.6824 -0.0202 -0.0091 0.0072 -0.769
C 2.1590 -3.0598 -2.9114 0.0372 -0.0226 0.0453 -0.489
H 3.8774 1.2262 -2.6374 0.0044 -0.0133 0.0082 0.253
H 5.0578 2.4894 -4.4119 0.0003 0.0012 -0.0004 0.475
H 4.2156 2.4380 -6.7317 0.0025 -0.0005 -0.0007 0.441
H 2.2026 1.1278 -7.2987 -0.0031 -0.0008 -0.0024 0.457
H 1.0104 -0.1335 -5.5275 -0.0067 -0.0073 0.0006 0.465
H 4.0288 -0.6811 -1.3559 -0.0044 -0.0001 -0.0019 0.360
H 5.4697 -2.6553 -0.9543 0.0056 -0.0016 0.0003 0.477
H 4.7900 -4.8719 -1.8045 0.0045 -0.0004 -0.0008 0.452
H 2.6770 -5.1354 -3.0517 0.0016 -0.0020 -0.0007 0.516
H 1.2287 -3.1660 -3.4552 -0.0132 0.0051 -0.0168 0.301
```
Forces are in eV/Å.

Computed properties:
Energy relative to the best compared isomer or geometry (same formula, charge and spin) in kcal per mole: 18.7
Strongest force on any atom in eV/A: 0.559
Energy in eV: -81708.43098
Net charge: +2

=====

DFT (wB97M-V/def2-TZVPD) results for a molecular structure, C41H46AsBN5O6P2S4Ti.

The geometry in XYZ format:
```
107
Properties=species:S:1:pos:R:3:forces:R:3:mulliken_charge:R:1
Ti -0.2331 -0.2197 0.8794 0.2556 -0.0910 0.3968 1.164
C 2.4406 0.6126 -2.9813 0.0280 -0.0178 0.0013 -1.269
N 1.6709 0.2630 -1.7838 -0.0304 0.1066 -0.0393 0.027
P 2.2399 -0.6513 -0.4478 -0.0225 -0.0876 -0.0328 -0.266
C 2.5599 -2.3478 -1.0025 0.0459 -0.0104 0.0228 0.972
C 2.6710 -3.2965 0.0128 -0.0136 0.0092 0.0166 -1.005
C 2.9410 -4.6205 -0.2923 0.0070 -0.0066 -0.0113 -0.593
C 3.1055 -5.0089 -1.6150 -0.0053 0.0154 -0.0086 -0.843
C 3.0091 -4.0669 -2.6293 0.0074 -0.0039 0.0096 -0.805
C 2.7406 -2.7399 -2.3238 -0.0024 -0.0287 -0.0060 -0.303
C 3.9475 -0.0640 -0.1595 0.0281 -0.0174 -0.0067 1.309
C 4.2233 0.9589 0.7492 -0.0355 0.0085 -0.0199 -0.073
C 5.5192 1.4196 0.9155 0.0241 0.0002 -0.0138 -1.259
C 6.5605 0.8647 0.1863 -0.0097 0.0049 0.0113 -0.788
C 6.3032 -0.1653 -0.7052 -0.0137 0.0001 -0.0045 -0.791
C 5.0080 -0.6322 -0.8707 0.0104 0.0127 -0.0043 -0.682
P 0.2631 1.0825 -1.3156 0.0757 0.0399 -0.0811 1.431
C 0.7060 2.8342 -1.2305 0.0214 -0.0066 0.0249 0.663
C 1.9981 3.2186 -0.8780 0.0207 0.0028 -0.0254 -0.386
C 2.3077 4.5598 -0.7227 -0.0165 0.0097 0.0032 -1.087
C 1.3258 5.5240 -0.9010 0.0056 -0.0135 0.0022 -0.764
C 0.0362 5.1469 -1.2484 0.0080 -0.0130 0.0143 -0.807
C -0.2747 3.8070 -1.4182 -0.0511 0.0032 -0.0141 -1.267
C -0.9968 1.0436 -2.6079 -0.0188 -0.0191 -0.0788 1.420
C -2.3055 0.7388 -2.2365 0.0423 0.0361 0.0209 -0.267
C -3.3275 0.7930 -3.1736 0.0119 0.0121 -0.0350 -0.468
C -3.0438 1.1372 -4.4864 0.0049 -0.0020 -0.0085 -0.994
C -1.7414 1.4437 -4.8643 -0.0113 0.0019 0.0009 -0.937
C -0.7222 1.4122 -3.9266 -0.0138 0.0143 0.0350 -0.662
H 2.4713 1.6946 -3.1199 -0.0197 0.0120 0.0015 0.498
H 2.0053 0.1542 -3.8729 0.0290 0.0014 0.0134 0.281
H 3.4674 0.2660 -2.8733 0.0028 0.0053 0.0141 0.443
H 2.5510 -2.9919 1.0476 -0.0035 0.0062 -0.0056 0.383
H 3.0248 -5.3509 0.5015 0.0008 0.0001 0.0037 0.463
H 3.3181 -6.0420 -1.8549 -0.0023 -0.0080 0.0004 0.392
H 3.1547 -4.3634 -3.6602 0.0024 -0.0034 -0.0058 0.493
H 2.6853 -2.0145 -3.1249 0.0001 0.0101 -0.0061 0.479
H 3.4318 1.3806 1.3450 -0.0002 0.0017 -0.0001 0.535
H 5.7165 2.2064 1.6316 0.0001 0.0014 0.0051 0.534
H 7.5721 1.2234 0.3233 0.0047 0.0039 0.0007 0.413
H 7.1108 -0.6161 -1.2665 0.0027 -0.0037 -0.0033 0.474
H 4.8347 -1.4561 -1.5498 -0.0008 0.0018 0.0027 0.441
H 2.7707 2.4764 -0.7261 0.0073 -0.0338 -0.0071 0.304
H 3.3156 4.8495 -0.4563 0.0021 0.0024 0.0016 0.522
H 1.5664 6.5708 -0.7717 0.0032 0.0050 -0.0014 0.410
H -0.7314 5.8959 -1.3914 -0.0051 0.0022 -0.0023 0.503
H -1.2829 3.5228 -1.6912 -0.0007 -0.0051 0.0000 0.557
H -2.5377 0.4891 -1.2072 -0.0173 -0.0201 0.0019 0.209
H -4.3432 0.5680 -2.8747 0.0004 -0.0089 0.0103 0.489
H -3.8399 1.1789 -5.2185 -0.0059 0.0065 -0.0016 0.425
H -1.5261 1.7332 -5.8845 0.0006 -0.0022 -0.0050 0.439
H 0.2787 1.7045 -4.2178 -0.0108 0.0057 -0.0028 0.509
C -1.8414 -2.5745 3.9176 -0.0021 -0.0076 -0.0348 -0.830
N -2.5138 -2.9461 2.6808 -0.0203 0.0253 0.0469 0.434
C -2.9785 -4.2103 2.3935 -0.0060 0.0010 -0.0256 -0.610
C -3.6242 -4.1266 1.2078 0.0418 -0.0322 -0.0026 -0.603
N -3.5517 -2.8249 0.7743 -0.0751 0.0023 0.0107 0.183
B -4.2037 -2.2689 -0.5165 0.0637 -0.0224 -0.0164 0.446
N -3.1746 -2.3564 -1.7162 -0.0851 0.0376 0.0351 0.332
C -3.6695 -2.5135 -2.9871 0.0077 0.0097 -0.0127 -0.749
C -2.6412 -2.4302 -3.8599 0.0207 0.0063 0.0154 -0.565
N -1.5123 -2.2217 -3.1125 -0.0586 0.0001 0.0304 0.489
C -0.1755 -2.1240 -3.6674 -0.0363 0.0324 0.0309 -0.613
C -1.8547 -2.1715 -1.8014 0.0819 -0.0814 -0.0324 -0.707
S -0.6270 -2.1707 -0.5528 -0.0095 0.0007 -0.0926 -0.043
C -2.8673 -2.1236 1.6777 0.0245 0.0078 -0.0302 -0.336
S -2.5172 -0.4274 1.5942 -0.1045 0.0648 0.0560 -0.449
H -0.9064 -3.1202 4.0119 0.0004 0.0092 0.0046 0.412
H -2.4953 -2.7923 4.7602 0.0082 -0.0113 0.0057 0.402
H -1.6340 -1.5091 3.8852 -0.0031 -0.0034 0.0106 -0.046
H -2.8175 -5.0378 3.0603 -0.0068 -0.0076 0.0074 0.513
H -4.1390 -4.8780 0.6375 -0.0100 -0.0061 -0.0012 0.535
H -5.1230 -2.9831 -0.8138 -0.0087 -0.0071 0.0026 -0.196
H -4.5222 -1.1208 -0.3645 0.0046 0.0199 0.0130 -0.094
H -4.7196 -2.6693 -3.1543 -0.0091 -0.0012 -0.0079 0.548
H -2.6097 -2.4935 -4.9326 0.0037 -0.0083 -0.0077 0.550
H 0.2658 -3.1137 -3.7743 0.0087 -0.0021 0.0022 0.445
H 0.4370 -1.5302 -2.9970 0.0052 0.0032 -0.0075 -0.116
H -0.2438 -1.6308 -4.6351 0.0158 -0.0210 -0.0123 0.441
O 1.3927 -2.1874 4.5717 0.0297 0.0471 -0.0347 -0.722
As 1.6115 -0.8392 3.4684 -0.1103 -0.0075 -0.0453 1.232
O 3.1490 -0.7747 2.9847 0.0723 0.0122 -0.0228 -0.770
O 0.4533 -1.2511 2.2424 -0.1477 0.1476 -0.1256 -0.005
C 0.7449 0.5730 4.4666 0.0160 -0.0095 0.0431 -0.462
C 0.6311 0.3627 5.8366 0.0068 -0.0001 -0.0054 -0.788
C 0.0287 1.3133 6.6509 -0.0014 0.0064 -0.0222 -0.710
C -0.4633 2.4875 6.1078 0.0180 -0.0294 0.0116 -0.801
C -0.3513 2.7167 4.7446 -0.0125 0.0146 0.0330 -0.838
C 0.2437 1.7648 3.9319 -0.0120 0.0060 -0.0131 0.686
S 0.3126 2.1505 2.2097 -0.0193 -0.0594 0.0160 1.891
O 1.3010 1.1946 1.6421 0.0649 0.0160 -0.0108 -0.342
O 0.5466 3.5423 2.0636 -0.0053 0.0033 0.0006 -0.681
O -0.9481 1.6440 1.5803 -0.0608 -0.0638 -0.0295 0.075
H 2.2437 -2.6463 4.6191 -0.0212 -0.0239 0.0302 0.328
H 1.0141 -0.5515 6.2668 -0.0055 0.0039 0.0104 0.583
H -0.0464 1.1325 7.7145 -0.0009 -0.0026 0.0047 0.430
H -0.9252 3.2307 6.7427 -0.0053 0.0128 -0.0062 0.443
H -0.7103 3.6402 4.3105 0.0031 -0.0030 -0.0224 0.537
C -5.0775 2.1967 0.1773 -0.0506 0.0104 -0.0091 -0.805
S -3.5593 3.1297 -0.0745 -0.0029 -0.0137 0.0180 0.247
C -3.3261 3.7537 1.5966 0.0275 0.0124 0.0246 -0.845
H -4.9251 1.3899 0.8939 0.0186 -0.0071 -0.0007 0.089
H -5.3624 1.7652 -0.7810 0.0070 -0.0120 -0.0019 0.268
H -5.8823 2.8491 0.5143 0.0040 0.0015 0.0043 0.455
H -2.3833 4.3001 1.6105 0.0024 -0.0004 -0.0113 0.226
H -3.2635 2.9278 2.3055 -0.0040 -0.0107 -0.0038 0.088
H -4.1343 4.4277 1.8776 -0.0046 -0.0006 -0.0036 0.549
```
Forces are in eV/Å.

Computed properties:
Energy relative to the best compared isomer or geometry (same formula, charge and spin) in kcal per mole: 0.0
Strongest force on any atom in eV/A: 0.481
Energy in eV: -209549.98836
Net charge: +1